This record from the OMol25 dataset describes a cluster of 9 separate species, C39H64F2N2O23 in total in a non-equilibrium geometry. The level of theory is the ωB97M-V functional and the def2-TZVPD basis.

Last column: Mulliken charge in e.
CARTESIAN COORDINATES (ANGSTROEM)
1 H -1.5511 13.3069 -24.6305  0.2879
2 C 6.4041 14.7397 -33.1599  -1.6469
3 C 3.4231 13.0048 -33.3802  -1.6189
4 C 3.7190 21.8340 -34.8999  -0.4464
5 O 6.6823 10.0982 -26.2618  -0.3248
6 C 18.4656 9.7230 -31.6735  -1.2237
7 H 5.4093 15.1721 -33.0530  0.2999
8 C 6.1549 14.5173 -35.6864  -0.9398
9 C -0.9296 14.2012 -24.5831  -0.3996
10 C -0.0063 12.0679 -43.2037  -0.3926
11 C 2.5330 22.1627 -35.8107  0.2506
12 H 10.7442 17.2645 -45.0863  0.2432
13 H 11.5679 21.6423 -37.5629  0.2811
14 H 20.0950 8.9146 -32.9968  0.4006
15 H 6.6774 14.0862 -32.3314  0.3893
16 H 4.1510 12.6990 -36.7976  0.4012
17 C 8.5189 4.2603 -33.1595  -0.2740
18 C 9.9323 3.9772 -31.4609  0.6644
19 C 4.0466 10.9308 -34.9311  -1.7907
20 H 16.0446 10.8813 -30.8583  0.4239
21 O 3.2236 22.3705 -37.0337  -0.3020
22 C 3.9651 13.2225 -35.8598  -0.9300
23 H 3.5947 12.5787 -32.3918  0.3014
24 C 16.8871 11.5375 -30.6400  -1.7245
25 H 21.0479 10.9341 -29.2954  0.2068
26 H 7.0448 15.6177 -33.2417  0.4487
27 H 9.8345 10.0562 -26.1166  0.2588
28 H 4.2902 10.2097 -34.1508  0.4102
29 H 2.9696 10.8206 -35.0574  0.4026
30 H 3.3269 21.1775 -34.1231  0.2742
31 N 19.1825 12.0020 -30.9482  0.0764
32 H 8.4371 4.8760 -34.0552  0.3071
33 C 11.8909 20.9940 -36.7483  -0.1787
34 O 8.3437 11.4941 -26.0859  -0.3250
35 O -1.4651 15.0371 -23.6063  -0.3064
36 C 4.6154 14.5918 -35.8586  -0.7222
37 H 4.3345 14.9705 -36.8414  0.3685
38 C 21.5278 11.2898 -30.2072  -1.4954
39 C 18.4284 10.2176 -29.1752  -1.5501
40 H 20.9787 13.5306 -32.8016  0.4344
41 O 4.9655 21.1815 -37.9681  -0.5753
42 H 22.2744 12.0132 -29.8797  0.4130
43 H 22.4323 12.9227 -32.2189  0.3888
44 H 4.1511 22.7721 -34.5516  0.3054
45 H -0.7157 15.8888 -25.8693  0.3317
46 F -1.3879 14.1902 -26.9242  -0.2673
47 C 9.4327 3.1437 -33.5069  -0.3096
48 H 20.4606 9.0847 -31.2113  0.3117
49 C 11.9181 21.6137 -35.4127  -0.3555
50 H 22.2302 10.5213 -30.5299  0.3439
51 C 20.6088 11.7788 -31.3563  1.4583
52 O 10.4677 15.8774 -43.5456  -0.3498
53 C 9.6655 14.7270 -43.6746  0.6947
54 C 7.8155 9.2987 -26.0643  -0.3315
55 C 21.3891 13.0333 -31.9228  -1.8705
56 H 6.7683 11.1255 -34.2879  0.3404
57 H 21.6822 10.5660 -32.8881  0.3905
58 H 16.6646 12.1002 -29.7334  0.3356
59 H 9.0403 10.4935 -24.5570  0.2662
60 O 13.2627 21.7695 -35.0277  -0.3145
61 H 7.7316 8.5258 -25.3003  0.2567
62 O 15.2632 21.2307 -35.9881  -0.5382
63 O 13.2254 20.6372 -36.9294  -0.3259
64 N 5.7626 12.5340 -34.2156  0.5810
65 C 4.2793 21.5957 -37.0263  0.7020
66 H 4.7275 10.5469 -35.6908  0.4062
67 O 9.7895 14.3087 -44.9147  -0.3251
68 O 19.0748 13.0016 -30.1033  -0.4177
69 H -0.7837 12.3499 -42.4936  0.2514
70 O 0.2185 14.4630 -45.7267  -0.5611
71 H -1.3989 10.7479 -44.0571  0.2590
72 H 8.6110 14.2793 -34.3633  0.4349
73 H 8.3261 12.8993 -35.5150  0.3788
74 C 8.8983 10.3173 -25.6233  -0.2368
75 F 2.1388 23.2793 -35.4892  -0.2620
76 H 11.3096 14.8749 -46.3379  0.2848
77 H 6.3903 15.5805 -35.6391  0.3476
78 H 11.3801 20.9115 -34.7759  0.2440
79 H 3.4218 14.0929 -33.4455  0.3240
80 H 8.8876 2.3281 -33.9820  0.3066
81 O 4.6933 21.4383 -35.7832  -0.3005
82 H 21.2671 13.8548 -31.2168  0.4313
83 H 7.9197 8.6084 -26.9013  0.2815
84 C -1.3645 15.0134 -25.8409  0.2037
85 H 17.6005 9.9611 -32.2924  0.5028
86 C 18.3000 10.8530 -30.5509  1.3014
87 H 7.5338 3.8128 -33.0281  0.2476
88 H 2.8917 13.4046 -35.8065  0.3987
89 H 17.8421 9.2989 -29.1957  0.4105
90 H 4.1974 15.1927 -35.0510  0.3171
91 H 0.6268 11.5183 -42.5071  0.3287
92 C 4.3146 12.4366 -34.5630  0.9026
93 H 20.1905 11.1062 -33.4569  0.4280
94 H 19.1684 12.6072 -29.2331  0.3855
95 C 20.6799 10.8029 -32.5313  -1.2984
96 C 7.0562 11.3642 -26.3329  0.7371
97 O 8.9107 4.6961 -31.8650  -0.2925
98 C -2.6629 15.5791 -24.1562  0.6431
99 O -3.5626 16.1416 -23.5110  -0.5460
100 H 19.4921 10.0859 -28.9769  0.3142
101 C -0.4392 11.1690 -44.3568  -0.1863
102 H 12.1311 16.0731 -44.6709  0.2456
103 H 11.3826 22.5608 -35.3467  0.2770
104 H 0.2757 10.3717 -44.5602  0.2630
105 C 19.9634 9.5010 -32.0874  -0.6034
106 C 10.5237 15.2030 -45.6576  -0.3982
107 C 0.1442 13.3674 -45.0552  0.6635
108 H 10.1128 3.4592 -34.2981  0.2371
109 H 6.6884 14.1656 -36.5694  0.4122
110 O -0.5490 12.2028 -45.3647  -0.3172
111 C 8.1004 13.3327 -34.5406  -1.8686
112 O 0.5708 13.3105 -43.7763  -0.3084
113 H 8.3273 12.6017 -33.7645  0.4875
114 H 18.1232 8.7221 -31.4105  0.3459
115 H 2.4353 12.6074 -33.6137  0.5074
116 O 9.2005 14.0996 -42.7335  -0.5316
117 H 1.7363 21.4192 -35.8297  0.3536
118 O 6.2584 12.2747 -26.5262  -0.5821
119 C 11.0667 16.2595 -44.8141  -0.1372
120 O 10.5018 4.0709 -30.3716  -0.5734
121 H 0.1420 14.0118 -24.5209  0.3255
122 O 6.2497 11.4789 -33.5614  -0.4769
123 O 10.1707 2.9635 -32.2810  -0.3135
124 H 11.2893 20.1147 -36.5181  0.2398
125 C 14.0317 21.1250 -35.9317  0.6710
126 O -2.7212 15.3662 -25.4496  -0.2726
127 C 6.5707 13.7616 -34.3607  1.1345
128 H 18.1770 10.9111 -28.3728  0.4248
129 H 9.7855 15.4618 -46.4167  0.2735
130 H 16.7766 12.2908 -31.4200  0.4554

Properties
Strongest force on any atom (hartree/bohr): 0.155
Charge: 0
Orbital gap (eV): 7.9
Structure (SMILES): CC1(C)CCCC(C)(C)N1O.CC1(C)CCCC(C)(C)N1O.O=C1OC[C@@H](F)O1.O=C1OC[C@@H](F)O1.O=C1OCCO1.O=C1OCCO1.O=C1OCCO1.O=C1OCCO1.O=C1OCCO1
Spin multiplicity: 1
Electronic energy (eV): -96977.00297
HOMO (eV): -7.58